# C78H182N10O18

A 13-piece molecular cluster, C78H182N10O18 overall (ωB97M-V/def2-TZVPD, the OMol25 dataset).

```
288
Properties=species:S:1:pos:R:3:mulliken_charge:R:1
C 13.38 -18.13 15.20 -0.34
O 12.45 -18.47 16.25 0.28
H 14.20 -17.55 15.71 0.10
H 13.69 -19.05 14.77 0.04
H 12.94 -17.53 14.40 0.30
H 11.91 -17.65 16.41 0.12
C 20.35 -26.96 15.41 -0.55
O 20.61 -25.76 16.07 -0.55
H 19.42 -26.97 14.88 0.19
H 21.18 -27.16 14.77 0.34
H 20.23 -27.81 16.12 0.21
H 20.05 -25.57 16.80 0.34
C 9.78 -25.54 25.20 -0.67
O 9.88 -24.29 25.89 -0.07
H 9.00 -26.19 25.61 0.31
H 9.46 -25.25 24.19 0.15
H 10.71 -26.18 25.17 0.18
H 10.33 -24.42 26.78 0.10
C 10.33 -15.75 15.16 -0.89
O 10.39 -16.68 16.23 -0.37
C 9.31 -17.60 16.25 -0.76
C 9.40 -18.42 17.48 -0.25
N 9.80 -19.85 17.21 -0.26
C 9.84 -20.69 18.40 1.58
C 8.54 -20.83 19.12 -2.02
O 8.80 -21.76 20.20 0.77
C 7.62 -22.46 20.55 -1.22
H 11.30 -15.23 15.13 0.25
H 9.47 -15.05 15.29 0.27
H 10.15 -16.33 14.27 0.39
H 9.42 -18.35 15.42 0.28
H 8.35 -17.11 16.19 0.49
H 8.43 -18.49 17.91 0.55
H 10.19 -18.00 18.09 0.06
H 10.77 -19.74 16.87 0.28
H 10.62 -20.34 19.11 -0.60
H 10.19 -21.63 18.07 -0.69
H 7.84 -21.27 18.45 0.63
H 8.02 -19.99 19.63 0.38
H 7.84 -22.99 21.44 0.29
H 7.41 -23.23 19.77 0.29
H 6.74 -21.80 20.52 0.37
C 9.48 -24.65 17.46 0.09
O 9.33 -25.97 17.96 -0.44
C 10.17 -26.39 19.05 0.28
C 9.76 -27.82 19.45 -1.04
N 9.83 -28.78 18.35 -0.16
C 8.75 -29.72 18.53 -0.38
C 8.58 -30.69 17.38 -0.52
O 7.60 -31.65 17.63 -0.38
C 6.30 -31.21 17.70 -0.74
H 8.60 -24.42 16.83 0.34
H 10.37 -24.70 16.82 0.16
H 9.62 -23.91 18.19 -0.42
H 10.08 -25.72 19.94 0.09
H 11.23 -26.28 18.73 -0.02
H 8.72 -27.62 19.73 0.41
H 10.29 -28.11 20.38 0.38
H 9.66 -28.23 17.50 0.33
H 7.77 -29.23 18.71 0.32
H 8.89 -30.40 19.46 0.21
H 9.56 -31.22 17.21 0.26
H 8.26 -30.16 16.46 0.38
H 5.60 -31.91 17.24 0.27
H 6.10 -30.19 17.34 0.33
H 6.10 -31.04 18.77 0.27
C 17.89 -24.43 24.47 -0.83
O 16.65 -25.15 24.19 0.55
C 16.70 -26.47 24.71 -1.18
C 15.29 -27.02 24.60 -0.41
N 14.97 -27.37 23.27 0.33
C 13.65 -27.98 23.05 -0.21
C 13.64 -28.64 21.73 -0.02
O 12.42 -29.35 21.56 -0.51
C 12.38 -30.05 20.33 -0.81
H 17.79 -23.44 24.06 0.05
H 18.79 -24.88 24.08 0.25
H 17.99 -24.34 25.58 0.32
H 17.01 -26.48 25.74 0.63
H 17.43 -27.00 24.08 0.16
H 14.60 -26.19 25.06 0.12
H 15.29 -27.84 25.34 0.56
H 15.08 -26.53 22.73 -0.79
H 12.88 -27.20 23.05 -0.23
H 13.42 -28.73 23.82 0.59
H 14.47 -29.34 21.63 0.39
H 13.73 -27.93 20.90 0.04
H 11.46 -30.65 20.22 0.19
H 13.15 -30.77 20.21 0.45
H 12.43 -29.38 19.50 0.31
C 16.72 -20.91 24.95 -0.47
O 15.53 -20.38 24.41 0.31
C 15.72 -18.99 24.13 -1.45
C 14.43 -18.34 23.66 -0.18
N 13.34 -18.26 24.68 -0.11
C 12.32 -17.28 24.38 -1.50
C 11.52 -17.44 23.10 0.41
O 10.70 -18.49 23.21 0.13
C 9.89 -18.78 22.11 -0.60
H 16.39 -21.89 25.30 -0.50
H 17.17 -20.40 25.76 0.49
H 17.38 -21.01 24.06 0.27
H 16.48 -18.81 23.36 0.39
H 16.03 -18.49 25.00 0.54
H 14.10 -18.80 22.70 -0.10
H 14.68 -17.35 23.41 0.79
H 12.93 -19.18 24.73 0.15
H 12.80 -16.32 24.39 0.59
H 11.63 -17.24 25.24 0.41
H 12.20 -17.52 22.23 -0.28
H 10.91 -16.53 23.03 0.34
H 9.08 -18.02 21.98 0.53
H 9.38 -19.74 22.21 -0.15
H 10.53 -18.84 21.23 0.20
C 16.65 -27.67 16.83 -0.50
O 17.11 -27.04 18.03 0.23
C 17.24 -27.98 19.07 -1.32
C 17.04 -27.24 20.40 0.72
N 18.04 -26.26 20.75 0.84
C 19.37 -26.78 20.94 -0.83
C 20.26 -26.82 19.69 -0.86
O 20.22 -25.61 18.91 -0.04
C 20.54 -24.50 19.73 -0.74
H 16.81 -26.93 16.01 -0.26
H 15.65 -28.08 17.03 0.35
H 17.34 -28.52 16.62 0.38
H 18.23 -28.49 18.97 0.33
H 16.46 -28.81 19.10 0.55
H 17.01 -28.03 21.28 0.28
H 16.08 -26.73 20.41 -1.12
H 18.04 -25.50 20.08 -0.12
H 19.15 -27.83 21.25 0.52
H 19.96 -26.31 21.71 0.28
H 19.94 -27.55 18.99 0.07
H 21.29 -26.97 19.98 0.50
H 20.64 -23.63 19.08 0.29
H 21.54 -24.53 20.23 0.29
H 19.81 -24.30 20.53 0.16
C 11.46 -21.88 30.19 -2.03
C 12.20 -22.06 28.86 2.25
C 13.59 -21.31 28.98 -2.00
C 14.59 -21.59 27.87 0.61
C 14.79 -23.05 27.70 -0.47
C 13.49 -23.86 27.50 2.28
N 12.50 -23.49 28.54 0.13
O 11.31 -24.25 28.35 -0.55
C 13.01 -23.56 26.06 0.43
C 13.90 -25.33 27.81 -2.16
C 11.35 -21.37 27.78 -0.81
H 11.86 -22.52 30.99 0.51
H 10.37 -22.08 30.14 0.23
H 11.52 -20.79 30.49 0.36
H 13.39 -20.23 29.10 0.42
H 13.98 -21.62 29.93 0.42
H 15.46 -21.07 28.30 0.63
H 14.24 -21.04 26.98 -0.56
H 15.35 -23.41 28.58 0.56
H 15.41 -23.33 26.81 -0.85
H 12.83 -22.51 25.82 -0.18
H 13.74 -24.07 25.39 -0.24
H 12.04 -24.01 25.84 -0.30
H 13.05 -26.08 27.62 0.22
H 14.83 -25.72 27.38 0.22
H 14.09 -25.24 28.84 0.75
H 11.94 -21.20 26.92 -0.66
H 11.06 -20.45 28.17 0.99
H 10.48 -21.99 27.45 -0.25
H 11.28 -24.65 29.24 0.36
C 6.82 -20.16 23.90 -1.92
C 7.07 -20.42 25.39 2.13
C 6.50 -19.32 26.28 -1.21
C 6.32 -19.89 27.68 -0.52
C 5.44 -21.15 27.74 -1.26
C 6.07 -22.28 27.03 2.03
N 6.25 -21.74 25.62 -0.06
O 7.01 -22.67 24.79 -0.49
C 7.34 -22.67 27.74 -1.63
C 5.16 -23.53 26.86 -2.11
C 8.62 -20.49 25.59 -1.40
H 7.35 -20.97 23.46 0.32
H 7.28 -19.24 23.54 0.30
H 5.71 -20.18 23.74 0.49
H 7.20 -18.46 26.25 0.33
H 5.55 -19.05 25.89 0.44
H 5.85 -19.10 28.26 0.45
H 7.26 -20.11 28.17 0.22
H 4.47 -20.89 27.36 0.32
H 5.37 -21.41 28.80 0.46
H 8.17 -21.89 27.71 0.02
H 7.15 -22.99 28.74 0.65
H 7.83 -23.46 27.20 0.36
H 4.21 -23.21 26.34 0.39
H 5.74 -24.22 26.23 0.33
H 4.94 -23.95 27.81 0.46
H 9.05 -21.47 25.36 0.06
H 9.04 -20.18 26.53 0.39
H 9.15 -19.87 24.82 0.22
H 7.79 -22.92 25.28 0.12
C 12.43 -21.93 23.25 0.50
C 12.59 -22.57 21.88 2.10
C 12.49 -21.46 20.84 0.17
C 12.95 -21.87 19.48 -0.56
C 14.38 -22.49 19.51 1.54
C 14.51 -23.62 20.50 3.13
N 13.86 -23.24 21.77 0.60
O 13.79 -24.41 22.56 0.95
C 13.91 -24.87 19.84 -1.54
C 15.99 -23.86 20.81 -1.66
C 11.38 -23.54 21.59 -0.77
H 13.31 -21.36 23.55 -0.44
H 12.37 -22.80 23.93 -1.15
H 11.50 -21.37 23.33 -0.11
H 11.49 -21.10 20.83 -0.18
H 13.15 -20.62 21.14 -0.68
H 13.01 -21.06 18.78 0.85
H 12.25 -22.60 18.97 -0.58
H 15.04 -21.70 19.98 -1.19
H 14.72 -22.84 18.54 0.05
H 14.58 -25.32 19.15 0.59
H 13.66 -25.66 20.57 -0.85
H 13.01 -24.62 19.40 -0.14
H 16.58 -23.81 19.94 0.63
H 16.31 -23.08 21.48 -0.23
H 16.15 -24.73 21.37 -0.11
H 11.39 -23.97 20.62 -0.43
H 10.38 -23.01 21.69 -0.10
H 11.38 -24.44 22.25 0.11
H 14.49 -24.32 23.26 -0.44
C 14.80 -25.27 14.68 -2.10
C 14.28 -24.05 13.91 2.58
C 13.01 -23.60 14.62 -2.05
C 13.14 -22.85 15.99 1.03
C 14.16 -21.71 15.83 -0.35
C 15.44 -22.16 15.16 1.66
N 15.18 -22.91 13.88 0.34
O 16.37 -23.20 13.22 -0.50
C 16.31 -20.92 14.73 -2.09
C 16.30 -22.91 16.21 -1.07
C 13.96 -24.47 12.47 -2.10
H 15.89 -25.32 14.66 0.28
H 14.42 -25.34 15.66 0.22
H 14.45 -26.18 14.31 0.58
H 12.42 -22.97 13.92 0.41
H 12.33 -24.40 14.94 0.35
H 12.22 -22.43 16.36 0.36
H 13.50 -23.57 16.75 -0.65
H 14.50 -21.20 16.75 -0.27
H 13.67 -20.94 15.13 -0.31
H 17.37 -21.13 14.63 0.34
H 16.25 -20.21 15.45 0.41
H 15.94 -20.42 13.86 0.50
H 16.93 -23.77 15.95 0.35
H 15.65 -23.23 17.01 -0.13
H 16.88 -22.09 16.70 0.39
H 13.67 -23.57 11.90 0.47
H 14.81 -25.02 12.04 0.40
H 13.13 -25.15 12.42 0.46
H 16.37 -22.75 12.34 0.35
C 16.39 -19.18 20.70 -1.07
C 16.30 -18.84 19.19 2.06
C 14.83 -18.87 18.61 -0.31
C 14.04 -17.66 19.10 0.34
C 14.77 -16.41 18.74 -1.55
C 16.17 -16.25 19.40 1.94
N 16.90 -17.52 19.01 0.23
O 18.34 -17.65 19.28 -0.53
C 16.91 -15.19 18.61 -2.09
C 16.15 -15.86 20.86 -1.47
C 17.11 -19.84 18.39 -1.43
H 17.50 -19.19 20.91 0.67
H 16.00 -20.23 20.95 0.30
H 15.98 -18.47 21.37 -0.69
H 14.93 -18.79 17.56 0.07
H 14.41 -19.85 18.82 -1.09
H 13.79 -17.73 20.14 -0.19
H 13.08 -17.74 18.67 0.27
H 14.20 -15.55 19.04 0.52
H 14.92 -16.33 17.68 0.22
H 16.53 -14.20 18.86 0.43
H 17.94 -15.25 18.94 0.48
H 16.81 -15.36 17.50 0.32
H 17.20 -15.64 21.26 0.28
H 15.68 -14.89 20.96 0.51
H 15.70 -16.61 21.54 0.10
H 16.55 -20.78 18.19 -0.28
H 18.02 -20.07 18.92 0.59
H 17.31 -19.41 17.41 0.40
H 18.45 -17.81 20.22 0.39
```

**Relative energy (zero: lowest compared OMol25 entry of this formula, charge and spin)**: 0.0 kcal per mole
**HOMO-LUMO gap**: 8.71 eV
**Lowest unoccupied orbital energy**: 0.01847 hartree
**Charge**: 0
**F_max**: 3.34 eV/Å